{
  "formula": "C9H12N2OS",
  "method": "ωB97M-V with the def2-TZVPD basis set",
  "symbols": ["C", "C", "C", "C", "C", "C", "C", "C", "C", "N", "N", "O", "S", "H", "H", "H", "H", "H", "H", "H", "H", "H", "H", "H", "H"],
  "xyz": [[-2.356, 0.290, -1.972], [-0.943, 0.601, -1.643], [-0.904, -0.045, -0.273], [0.396, 0.146, -2.199], [1.183, 0.539, -0.903], [0.321, -0.343, 0.167], [0.839, 0.411, 2.473], [-0.167, -1.915, 1.809], [0.788, -0.731, 1.465], [-3.029, -0.184, -1.032], [0.907, 1.995, -0.774], [-2.177, -0.401, 0.043], [-0.485, 2.561, -1.802], [-2.852, 0.455, -2.968], [0.382, -1.023, -2.459], [0.844, 0.698, -3.064], [2.228, 0.194, -1.085], [0.336, 1.401, 2.119], [1.914, 0.698, 2.740], [0.457, -0.073, 3.347], [0.269, -2.904, 2.237], [-0.668, -2.313, 0.932], [-0.776, -1.487, 2.632], [1.792, -1.148, 1.269], [1.702, 2.576, -1.058]],
  "atomic_forces_ev_per_a": [[0.5, 1.0, -3.4], [-0.1, 0.6, -0.1], [-0.7, 0.4, -1.7], [0.8, -2.3, -1.2], [-1.2, -2.2, -1.1], [0.6, 4.2, -2.5], [1.5, 1.6, -0.3], [0.9, -1.2, 2.3], [1.0, -2.5, -0.6], [-0.4, -0.7, 0.6], [0.6, 1.1, 0.0], [0.0, -0.2, 1.9], [0.3, -2.4, 1.8], [0.5, 0.0, 1.3], [0.2, 2.5, 0.8], [-0.8, -0.4, 0.6], [-0.4, 0.9, 0.9], [0.5, -2.1, 0.8], [-1.4, -0.4, -0.5], [-0.6, 0.7, 1.0], [0.0, 1.9, -0.4], [-0.6, 0.5, 0.1], [-0.6, -0.8, -0.8], [-0.1, 0.2, 0.5], [-0.2, -0.5, 0.1]],
  "smiles": "CC(C)C1=C2ON=C[C@]23C[C@H]1NS3",
  "gap_ev": 8.30,
  "de_lowest_kcal_mol": 130.22
}